1.
Computed, not measured: a gas-phase ion, C2H7N3OP (charge +1), with the ωB97M-V functional and the def2-TZVPD basis.

Atoms and positions in Å:
C1 0.46 0.24 0.39
C2 -2.10 -2.27 1.42
N1 0.76 0.59 -0.87
N2 1.27 0.38 1.43
N3 -0.73 -0.27 0.74
O1 0.60 -2.37 0.89
P1 -0.52 -1.83 1.50
H1 -2.48 -3.18 1.48
H2 -2.97 -1.69 1.39
H3 1.68 0.94 -0.97
H4 0.20 0.73 -1.69
H5 2.29 0.54 1.36
H6 0.84 -0.17 2.15
H7 -1.44 0.13 0.22

The charge is +1. For the HOMO-LUMO gap (alpha / beta), the calculation gives 7.99 / 7.99 eV. For the LUMO energy (alpha / beta), the calculation gives -5.689 / -5.688 eV. Its energy above the lowest of the compared OMol25 structures with the same formula, charge and spin is 147.5 kJ/mol. As for the total energy: -660.9499 hartree.



2.
Computed, not measured: a molecular structure, C2H7N3S2, with the ωB97M-V functional and the def2-TZVPD basis.

Atoms and positions in Å:
C1 2.31 -1.52 -0.15
C2 -0.72 0.34 -0.09
H1 2.40 -0.85 0.88
H2 3.51 -1.81 -0.74
H3 1.65 -2.66 0.12
H4 0.68 1.46 -0.91
H5 -2.14 -0.79 0.16
H6 -0.69 2.11 0.83
H7 -3.76 1.58 0.05
N1 0.69 0.57 -0.31
N2 -1.18 -0.80 -0.08
N3 -1.31 1.51 0.41
S1 1.44 -0.61 -1.35
S2 -2.88 1.47 1.17

For the HOMO-LUMO gap, the calculation gives 8.99 eV. For the LUMO energy, the calculation gives 0.535 eV. Its energy above the lowest of the compared OMol25 structures with the same formula, charge and spin is 241.3 kJ/mol. As for the total energy: -1040.9301 hartree.



3.
Computed, not measured: 2 unconnected molecules or ions with the total composition C2H7N4, with the ωB97M-V functional and the def2-TZVPD basis.

Atoms and positions in Å:
C1 -0.09 0.71 0.06
C2 0.21 -0.72 0.29
N1 1.90 3.10 0.03
N2 -0.83 -1.64 -0.21
N3 -1.26 1.33 0.17
N4 2.85 2.99 -0.58
H1 1.27 -1.01 0.16
H2 -0.07 -0.71 1.47
H3 -0.36 -2.07 -0.94
H4 -2.07 0.63 0.09
H5 -1.26 2.34 0.14
H6 3.52 2.48 -1.15
H7 -1.08 -2.35 0.41

The charge is +1. For the HOMO-LUMO gap (alpha / beta), the calculation gives 5.37 / 8.98 eV. For the LUMO energy (alpha / beta), the calculation gives -6.127 / -4.403 eV. Its energy above the lowest of the compared OMol25 structures with the same formula, charge and spin is 628.0 kJ/mol. As for the total energy: -298.9828 hartree.



4.
Computed, not measured: a molecular structure, C2H7N4, with the ωB97M-V functional and the def2-TZVPD basis.

Atoms and positions in Å:
C1 -1.12 -0.10 0.30
C2 1.71 0.21 1.41
N1 1.34 0.04 0.26
N2 -1.33 -0.94 -0.55
N3 -1.53 1.17 0.25
N4 -0.89 -2.04 -1.11
H1 0.18 0.15 0.14
H2 1.16 1.02 2.04
H3 2.70 -0.19 1.78
H4 1.76 -0.62 -0.55
H5 -0.91 1.78 0.72
H6 -2.45 1.64 0.17
H7 -1.15 -2.95 -0.88

The charge is +1. For the HOMO-LUMO gap, the calculation gives 8.31 eV. For the LUMO energy, the calculation gives -5.218 eV. Its energy above the lowest of the compared OMol25 structures with the same formula, charge and spin is 708.9 kJ/mol. As for the total energy: -298.9520 hartree.



5.
Computed, not measured: a gas-phase ion, C2H7N4 (charge +1), with the ωB97M-V functional and the def2-TZVPD basis.

Atoms and positions in Å:
C1 0.47 1.55 0.86
C2 0.24 -1.29 -1.34
N1 1.08 0.62 -0.12
N2 -0.67 0.89 1.38
N3 -0.97 0.01 0.44
N4 0.16 -0.22 -0.31
H1 1.20 1.84 1.61
H2 0.23 2.39 0.31
H3 0.07 -2.26 -0.85
H4 1.21 -1.36 -1.92
H5 -0.57 -1.18 -2.18
H6 -0.50 0.50 2.21
H7 -1.55 -0.80 0.62

The charge is +1. Its structure (SMILES) is C[N+]1=NCNN1. For the HOMO-LUMO gap (alpha / beta), the calculation gives 9.05 / 9.05 eV. For the LUMO energy (alpha / beta), the calculation gives -5.280 / -5.281 eV. Its energy above the lowest of the compared OMol25 structures with the same formula, charge and spin is 477.8 kJ/mol. As for the total energy: -299.0401 hartree.



6.
Computed, not measured: a gas-phase ion, C2H7N4 (charge +1), with the ωB97M-V functional and the def2-TZVPD basis.

Atoms and positions in Å:
C1 -1.13 -1.12 -0.32
C2 -0.23 0.23 -0.49
N1 -2.21 -0.61 0.38
N2 -2.42 0.56 0.26
N3 -1.18 1.12 -0.49
N4 0.85 0.41 0.84
H1 -1.52 -1.29 -1.35
H2 -0.59 -1.96 0.13
H3 0.43 0.14 -1.21
H4 -1.05 2.19 -0.51
H5 1.33 1.26 0.64
H6 1.43 -0.51 0.76
H7 0.56 0.53 1.84

The spin multiplicity is 3. The charge is +1. For the HOMO-LUMO gap (alpha / beta), the calculation gives 7.08 / 7.77 eV. For the LUMO energy (alpha / beta), the calculation gives -3.817 / -7.225 eV. Its energy above the lowest of the compared OMol25 structures with the same formula, charge and spin is 303.0 kJ/mol. As for the total energy: -298.9270 hartree.



7.
Computed, not measured: C2H7N5 in the gas phase, with the ωB97M-V functional and the def2-TZVPD basis.

Atoms and positions in Å:
C1 -0.46 -0.11 0.66
C2 -0.73 1.21 0.91
N1 0.83 -0.80 -1.26
N2 0.22 -0.98 -0.17
N3 -0.29 2.36 0.40
N4 0.11 -2.35 0.34
N5 0.52 2.32 -0.67
H1 -0.86 -0.80 1.51
H2 -1.24 1.41 1.79
H3 1.37 -1.53 -1.76
H4 -0.78 -2.31 0.91
H5 0.22 -3.02 -0.33
H6 0.60 1.46 -1.11
H7 0.48 3.12 -1.21

For the HOMO-LUMO gap (alpha / beta), the calculation gives 7.36 / 7.53 eV. For the LUMO energy (alpha / beta), the calculation gives 0.254 / 0.384 eV. Its energy above the lowest of the compared OMol25 structures with the same formula, charge and spin is 538.6 kJ/mol. As for the total energy: -353.9862 hartree.



8.
Computed, not measured: C2H7N5 in the gas phase, with the ωB97M-V functional and the def2-TZVPD basis.

Atoms and positions in Å:
C1 0.34 0.40 0.05
N1 2.13 -0.97 -0.75
N2 0.35 1.54 0.89
N3 -2.27 0.24 -0.02
C2 -0.95 -0.15 -0.52
N4 1.37 -0.54 0.29
N5 -0.13 -0.86 0.44
H1 3.00 -0.44 -0.78
H2 2.26 -1.98 -0.69
H3 -0.56 1.97 1.02
H4 0.96 1.53 1.70
H5 -2.96 0.29 -0.77
H6 -2.62 -0.44 0.66
H7 -0.92 -0.57 -1.52

Its structure (SMILES) is N[C@@H]1N2N(N)[C@@]12N. For the HOMO-LUMO gap, the calculation gives 9.55 eV. For the LUMO energy, the calculation gives 1.141 eV. Its energy above the lowest of the compared OMol25 structures with the same formula, charge and spin is 539.2 kJ/mol. As for the total energy: -353.9860 hartree.



9.
Computed, not measured: C2H7N5 in the gas phase, with the ωB97M-V functional and the def2-TZVPD basis.

Atoms and positions in Å:
C1 0.44 -0.40 -0.28
C2 0.00 -1.16 0.96
N1 -0.36 0.23 -1.20
N2 0.60 0.03 1.15
N3 -1.42 0.80 -0.82
N4 1.96 0.01 1.66
N5 -2.02 1.45 -1.75
H1 1.44 -0.78 -0.71
H2 -1.04 -1.09 1.32
H3 0.38 -2.13 1.19
H4 2.37 0.91 1.58
H5 2.40 -0.80 1.25
H6 -1.68 1.28 -2.65
H7 -3.08 1.64 -1.70

Its structure (SMILES) is N/N=N/[C@@H]1CN1N. For the HOMO-LUMO gap, the calculation gives 9.47 eV. For the LUMO energy, the calculation gives 1.199 eV. Its energy above the lowest of the compared OMol25 structures with the same formula, charge and spin is 440.4 kJ/mol. As for the total energy: -354.0237 hartree.



10.
Computed, not measured: C2H7N5O in the gas phase, with the ωB97M-V functional and the def2-TZVPD basis.

Atoms and positions in Å:
C1 1.52 0.25 0.09
C2 -1.53 -0.24 0.12
H1 3.01 -1.06 0.73
H2 3.36 -0.01 -0.56
H3 0.28 1.50 -0.35
H4 0.41 -1.29 0.26
H5 -2.38 1.45 0.77
H6 -2.97 0.81 -0.74
H7 -1.93 -1.25 -1.42
N1 2.69 -0.41 0.01
N2 1.31 1.37 -0.46
N3 0.65 -0.53 0.86
N4 -2.54 0.63 0.17
N5 -1.28 -1.27 -0.63
O1 -0.60 0.05 1.15

Its structure (SMILES) is [H]/N=C(/N)NO/C(N)=N/[H]. For the HOMO-LUMO gap, the calculation gives 9.90 eV. For the LUMO energy, the calculation gives 0.645 eV. Its energy above the lowest of the compared OMol25 structures with the same formula, charge and spin is 117.4 kJ/mol. As for the total energy: -429.3788 hartree.



Which formula does entry 4 have? C2H7N4